95
Properties=species:S:1:pos:R:3 method="wB97M-V/def2-TZVPD" homo_lumo_gap_ev=5.385 lumo_ev=1.91 homo_ev=-3.47 energy_ev=-207101.580 relative_energy_kj_mol=39.6 charge=-1
Cs -1.6347 -0.7852 0.0162
C 2.8949 -1.1540 1.1116
C 2.2022 -1.1593 2.4385
C 2.9403 -1.1576 3.6371
C 2.2813 -1.1333 4.8360
C 0.8744 -1.1090 4.8547
C 0.0864 -1.0370 6.0162
Br 0.9107 -1.0431 7.7466
C -1.2817 -0.9544 5.9526
C -1.9033 -0.9918 4.7164
Br -3.8008 -0.7846 4.6265
C -1.2278 -1.1477 3.4953
O -1.8151 -1.2546 2.3761
C 0.2170 -1.1505 3.5939
N 0.8883 -1.1652 2.4360
H 3.9759 -1.1342 1.2354
H 2.5851 -0.2892 0.5252
H 2.6241 -2.0384 0.5371
H 4.0201 -1.1791 3.6030
H 2.8301 -1.1253 5.7676
H -1.8729 -0.8614 6.8524
C -1.8740 -5.8543 0.8064
Te -1.4475 -3.8725 1.6045
C -2.7915 -4.2861 3.2276
H -2.9278 -5.9328 0.5500
H -1.6317 -6.6350 1.5206
H -1.2819 -6.0043 -0.0892
H -2.3965 -5.0974 3.8336
H -3.7719 -4.5569 2.8497
H -2.8796 -3.4022 3.8394
C 4.4083 -3.6046 -2.4713
C 4.2547 -2.5552 -3.3619
C 3.0506 -1.8753 -3.4358
C 1.9664 -2.2186 -2.6329
C 2.1425 -3.2892 -1.7597
C 3.3394 -3.9758 -1.6701
Si 0.2580 -1.3354 -2.6232
C 0.4664 0.2393 -3.6767
C 1.4949 1.1582 -3.4713
C 1.5100 2.3888 -4.1031
C 0.4954 2.7337 -4.9828
C -0.5422 1.8392 -5.2038
C -0.5547 0.6270 -4.5443
C -0.5484 -2.5128 -3.9234
C -0.0400 -2.6332 -5.2130
C -0.6608 -3.4189 -6.1667
C -1.8135 -4.1174 -5.8476
C -2.3183 -4.0424 -4.5612
C -1.6833 -3.2511 -3.6201
H 5.3516 -4.1332 -2.4049
H 5.0778 -2.2754 -4.0103
H 2.9478 -1.0613 -4.1412
H 1.3079 -3.5964 -1.1374
H 3.4469 -4.8047 -0.9781
H 2.3015 0.9072 -2.7915
H 2.3274 3.0803 -3.9226
H 0.4972 3.6932 -5.4831
H -1.3362 2.0884 -5.8996
H -1.3801 -0.0561 -4.7073
H 0.8578 -2.0901 -5.4765
H -0.2476 -3.4907 -7.1663
H -2.3137 -4.7200 -6.5952
H -3.2098 -4.5991 -4.2964
H -2.0914 -3.2041 -2.6154
C -3.2246 4.2398 -0.4937
C -1.7070 4.1474 -0.4763
C -1.0804 5.5267 -0.3643
Sb -1.1083 2.5832 1.0145
C 1.0742 2.9816 1.1858
C 1.6584 2.8850 -0.2129
C 1.5169 4.2507 1.8901
C -1.9704 3.3881 2.9103
C -1.3283 2.6541 4.0759
C -1.9173 4.8933 3.1041
H -3.5572 4.9066 -1.2906
H -3.6026 4.6347 0.4477
H -3.6722 3.2589 -0.6643
H -1.3825 3.7017 -1.4230
H -1.2756 5.9818 0.6032
H -1.5011 6.1837 -1.1299
H -0.0054 5.4825 -0.5238
H 1.4291 2.1260 1.7684
H 1.2821 3.6769 -0.8581
H 1.3988 1.9339 -0.6758
H 2.7459 2.9627 -0.1839
H 1.1548 5.1380 1.3784
H 2.6084 4.2973 1.9074
H 1.1677 4.2677 2.9203
H -3.0203 3.0758 2.8475
H -0.2866 2.9469 4.2032
H -1.3601 1.5762 3.9215
H -1.8545 2.8762 5.0056
H -0.8926 5.2564 3.1036
H -2.3667 5.1626 4.0613
H -2.4774 5.4049 2.3251